1.
{"formula": "C5H6N4", "method": "ωB97M-V with the def2-TZVPD basis set", "e_tot_ev": -11237.7572, "mol_weight_g_mol": 122.131, "orbital_gap_ev": 8.54, "total_charge": 0, "smiles": "Nn1cc2nc[nH]c2c1", "homo_ev": -7.939, "symbols": ["C", "C", "C", "C", "C", "H", "H", "H", "H", "H", "H", "N", "N", "N", "N"], "positions_angstrom": [[-0.026, 0.695, -1.219], [-0.390, 1.034, -0.007], [-0.759, 1.515, 2.123], [-0.158, -0.148, 0.875], [0.315, -1.123, 0.079], [0.615, -1.283, -3.113], [2.244, -1.398, -2.186], [-0.006, 1.015, -2.254], [-1.088, 2.024, 3.074], [-0.997, -0.437, 2.860], [0.252, -2.301, -0.036], [0.999, -1.208, -2.088], [0.145, -0.649, -1.176], [-0.726, 2.056, 0.912], [-0.423, 0.206, 2.158]]}

=====

2.
{"formula": "C3H7N2", "method": "ωB97M-V with the def2-TZVPD basis set", "e_tot_ev": -6195.6318, "mol_weight_g_mol": 71.103, "orbital_gap_ev": 12.29, "total_charge": 1, "smiles": "C[C@@H]1NC1=[NH2+]", "homo_ev": -15.845, "symbols": ["C", "C", "C", "N", "N", "H", "H", "H", "H", "H", "H", "H"], "positions_angstrom": [[0.538, 0.596, -0.713], [0.320, -0.693, 0.333], [-0.936, -0.872, 1.125], [1.089, 0.557, 0.434], [0.128, 1.220, -1.739], [0.954, -1.609, 0.033], [-1.527, 0.081, 1.041], [-0.732, -1.109, 2.177], [-1.635, -1.586, 0.709], [1.871, 0.802, 1.004], [-0.675, 0.638, -2.219], [0.605, 1.975, -2.183]]}

=====

3.
{"formula": "C23H15N6O9STi", "method": "ωB97M-V with the def2-TZVPD basis set", "e_tot_ev": -85417.3452, "mol_weight_g_mol": 599.340, "orbital_gap_ev": 6.93, "total_charge": -1, "homo_ev": -5.583, "symbols": ["Ti", "N", "C", "S", "N", "N", "C", "C", "C", "C", "C", "C", "C", "O", "H", "H", "H", "H", "H", "H", "H", "O", "C", "O", "C", "C", "C", "N", "C", "C", "C", "O", "O", "H", "H", "H", "O", "C", "O", "C", "C", "C", "C", "C", "C", "N", "O", "O", "H", "H", "H", "H", "N", "C", "H"], "positions_angstrom": [[1.337, 0.805, -1.155], [0.254, 5.002, -0.381], [0.437, 3.780, -0.963], [2.064, 3.164, -1.057], [-0.603, 3.170, -1.445], [-0.214, 1.987, -2.060], [-0.845, 1.652, -3.119], [-0.463, 0.546, -3.975], [-1.319, 0.175, -5.015], [-0.969, -0.810, -5.915], [0.273, -1.431, -5.795], [1.144, -1.073, -4.785], [0.785, -0.093, -3.857], [1.634, 0.223, -2.883], [0.946, 5.274, 0.296], [-0.701, 5.233, -0.159], [-1.674, 2.284, -3.431], [-2.277, 0.673, -5.098], [-1.650, -1.095, -6.706], [0.562, -2.202, -6.498], [2.112, -1.544, -4.680], [-0.446, 1.076, 5.730], [0.726, 1.096, 5.312], [1.816, 1.069, 5.906], [0.838, 1.170, 3.766], [-0.274, 1.477, 2.993], [-0.166, 1.499, 1.616], [0.980, 1.218, 0.994], [2.063, 0.934, 1.733], [2.039, 0.914, 3.112], [3.294, 0.626, 0.922], [4.397, 0.543, 1.385], [3.013, 0.455, -0.376], [-1.214, 1.666, 3.492], [-1.012, 1.735, 0.978], [2.932, 0.698, 3.682], [-2.063, -0.701, -1.525], [-1.222, -0.848, -0.669], [0.038, -0.478, -0.813], [-1.524, -1.519, 0.641], [-0.533, -1.760, 1.585], [-0.856, -2.350, 2.797], [-2.176, -2.676, 3.034], [-3.186, -2.435, 2.118], [-2.848, -1.856, 0.910], [-2.531, -3.333, 4.308], [-3.711, -3.417, 4.587], [-1.628, -3.787, 4.978], [0.494, -1.499, 1.373], [-0.107, -2.542, 3.552], [-4.204, -2.699, 2.362], [-3.599, -1.651, 0.159], [3.296, -2.834, -0.702], [2.613, -2.631, 0.216], [3.927, -2.879, -1.472]]}

=====

4.
{"formula": "C32H84N4O12", "method": "ωB97M-V with the def2-TZVPD basis set", "e_tot_ev": -65068.9146, "mol_weight_g_mol": 717.040, "orbital_gap_ev": 8.44, "total_charge": 0, "smiles": "CC1(C)CCCC(C)(C)N1O.COCCNCCOC.COCCNCCOC.COCCNCCOC.CO.CO.CO.CO.CO", "homo_ev": -7.964, "symbols": ["C", "O", "C", "C", "N", "C", "C", "O", "C", "H", "H", "H", "H", "H", "H", "H", "H", "H", "H", "H", "H", "H", "H", "H", "C", "O", "C", "C", "N", "C", "C", "O", "C", "H", "H", "H", "H", "H", "H", "H", "H", "H", "H", "H", "H", "H", "H", "H", "C", "O", "C", "C", "N", "C", "C", "O", "C", "H", "H", "H", "H", "H", "H", "H", "H", "H", "H", "H", "H", "H", "H", "H", "C", "C", "C", "C", "C", "C", "N", "O", "C", "C", "C", "H", "H", "H", "H", "H", "H", "H", "H", "H", "H", "H", "H", "H", "H", "H", "H", "H", "H", "H", "C", "O", "H", "H", "H", "H", "C", "O", "H", "H", "H", "H", "C", "O", "H", "H", "H", "H", "C", "O", "H", "H", "H", "H", "C", "O", "H", "H", "H", "H"], "positions_angstrom": [[12.093, 18.454, 36.517], [12.823, 19.226, 37.440], [12.228, 20.499, 37.601], [12.836, 21.181, 38.813], [14.296, 21.293, 38.942], [14.911, 22.398, 38.198], [14.947, 22.209, 36.680], [15.087, 20.850, 36.355], [14.879, 20.635, 34.986], [12.413, 17.418, 36.623], [12.205, 18.777, 35.474], [11.012, 18.481, 36.711], [11.154, 20.449, 37.833], [12.289, 21.066, 36.664], [12.483, 20.611, 39.676], [12.355, 22.169, 38.933], [14.396, 21.583, 39.911], [15.939, 22.457, 38.566], [14.432, 23.360, 38.433], [15.707, 22.836, 36.201], [13.981, 22.545, 36.267], [15.006, 19.580, 34.772], [15.512, 21.250, 34.331], [13.879, 21.003, 34.705], [20.449, 30.160, 40.004], [19.729, 29.033, 39.626], [18.364, 29.104, 39.950], [17.635, 27.835, 39.490], [18.099, 27.356, 38.199], [17.547, 28.049, 37.048], [18.198, 27.549, 35.775], [19.615, 27.623, 35.851], [20.140, 28.936, 35.874], [21.484, 30.114, 39.667], [20.465, 30.345, 41.085], [20.036, 31.070, 39.539], [17.962, 29.977, 39.420], [18.173, 29.227, 41.021], [16.551, 27.947, 39.505], [17.846, 27.087, 40.262], [19.104, 27.261, 38.167], [17.700, 29.134, 37.122], [16.471, 27.870, 36.964], [17.785, 28.055, 34.894], [17.978, 26.499, 35.583], [19.807, 29.558, 36.705], [19.944, 29.487, 34.947], [21.217, 28.775, 35.896], [25.912, 23.452, 41.599], [24.997, 22.447, 41.204], [24.606, 21.663, 42.326], [23.335, 20.909, 42.016], [22.193, 21.787, 41.772], [20.988, 21.072, 41.398], [19.741, 21.933, 41.449], [19.775, 22.829, 40.368], [18.695, 23.751, 40.353], [26.819, 23.000, 42.008], [25.488, 24.138, 42.340], [26.122, 24.035, 40.704], [24.480, 22.319, 43.191], [25.384, 20.922, 42.538], [23.089, 20.228, 42.833], [23.447, 20.299, 41.106], [22.428, 22.421, 41.018], [20.858, 20.169, 41.997], [21.056, 20.738, 40.349], [19.625, 22.417, 42.426], [18.854, 21.290, 41.336], [18.550, 24.209, 41.335], [17.807, 23.175, 40.066], [18.865, 24.497, 39.582], [13.870, 25.621, 36.939], [12.467, 25.992, 36.411], [12.222, 27.462, 36.716], [11.051, 28.086, 35.946], [11.213, 27.800, 34.447], [11.522, 26.343, 34.081], [12.549, 25.778, 34.961], [12.736, 24.415, 34.666], [10.228, 25.536, 34.094], [12.115, 26.308, 32.665], [11.437, 25.141, 37.163], [13.975, 25.751, 38.018], [14.645, 26.173, 36.408], [14.062, 24.557, 36.782], [12.120, 27.587, 37.795], [13.131, 27.990, 36.402], [11.120, 29.161, 36.130], [10.103, 27.790, 36.398], [11.797, 28.567, 33.935], [10.226, 28.020, 34.022], [9.715, 25.474, 35.053], [9.507, 25.971, 33.395], [10.358, 24.501, 33.774], [11.480, 26.747, 31.889], [13.059, 26.854, 32.590], [12.314, 25.297, 32.304], [10.373, 25.258, 36.962], [11.595, 25.139, 38.243], [11.601, 24.094, 36.871], [13.684, 24.357, 34.494], [16.736, 23.439, 33.468], [15.610, 24.164, 33.949], [16.850, 22.551, 34.082], [16.628, 23.182, 32.412], [17.633, 24.056, 33.541], [15.815, 25.074, 34.168], [18.766, 20.424, 34.972], [18.895, 21.792, 35.308], [19.479, 20.191, 34.172], [19.000, 19.770, 35.820], [17.756, 20.150, 34.674], [19.826, 21.954, 35.544], [17.232, 24.285, 37.178], [16.567, 24.903, 38.272], [18.263, 24.635, 37.095], [17.211, 23.197, 37.238], [16.667, 24.532, 36.267], [16.941, 25.812, 38.294], [20.890, 22.864, 37.704], [21.306, 22.737, 36.329], [20.570, 21.878, 38.015], [21.711, 23.218, 38.327], [20.084, 23.593, 37.747], [21.418, 23.603, 35.926], [18.071, 20.554, 38.412], [16.923, 19.904, 38.955], [17.839, 21.130, 37.512], [18.521, 21.321, 39.053], [18.773, 19.775, 38.099], [17.318, 19.289, 39.582]]}

=====

5.
{"formula": "C38H47F6N9O8PRbSSb", "method": "ωB97M-V with the def2-TZVPD basis set", "s_squared": 0.76, "e_tot_ev": -113591.8143, "mol_weight_g_mol": 1142.106, "orbital_gap_ev": [7.14, 6.53], "total_charge": -2, "multiplicity": 2, "homo_ev": [-3.921, -3.923], "symbols": ["Rb", "O", "C", "C", "N", "C", "C", "O", "O", "C", "C", "O", "O", "H", "H", "H", "H", "H", "H", "H", "H", "H", "N", "C", "N", "C", "N", "N", "C", "C", "C", "C", "C", "C", "N", "C", "C", "C", "C", "C", "C", "H", "H", "H", "H", "H", "H", "H", "H", "H", "H", "H", "F", "P", "F", "F", "F", "F", "F", "C", "C", "C", "Sb", "C", "C", "C", "C", "C", "C", "H", "H", "H", "H", "H", "H", "H", "H", "H", "H", "H", "H", "H", "H", "H", "H", "H", "H", "H", "H", "H", "O", "S", "O", "O", "C", "N", "C", "C", "C", "N", "C", "C", "C", "N", "C", "C", "H", "H", "H", "H", "H", "H"], "positions_angstrom": [[0.332, 2.130, 0.475], [2.528, 2.179, -1.435], [3.243, 2.521, -2.590], [2.344, 2.607, -3.814], [1.598, 1.386, -4.095], [0.170, 1.484, -4.351], [-0.713, 1.816, -3.119], [-1.891, 1.445, -3.210], [-0.189, 2.472, -2.186], [2.199, 0.176, -4.071], [1.888, -0.895, -2.456], [2.810, -1.668, -2.451], [0.862, -0.563, -1.947], [1.608, 2.477, -1.584], [4.030, 1.771, -2.724], [3.736, 3.496, -2.480], [2.950, 2.872, -4.690], [1.613, 3.396, -3.642], [-0.161, 0.542, -4.784], [0.017, 2.263, -5.105], [3.281, 0.178, -4.065], [1.741, -0.590, -4.693], [-4.241, 1.684, -0.541], [-2.944, 1.833, -0.220], [-2.432, 1.536, 0.928], [-3.244, 1.016, 1.921], [-2.748, 0.677, 3.063], [-1.420, 1.023, 3.214], [-0.657, 0.068, 3.550], [0.779, 0.321, 3.820], [1.485, -0.523, 4.674], [2.793, -0.212, 5.001], [3.364, 0.929, 4.459], [2.603, 1.684, 3.578], [1.350, 1.389, 3.250], [-4.659, 0.776, 1.626], [-5.534, 0.165, 2.526], [-6.841, -0.092, 2.168], [-7.312, 0.270, 0.902], [-6.460, 0.878, 0.004], [-5.135, 1.119, 0.360], [-4.508, 1.831, -1.502], [-2.307, 2.190, -1.025], [-1.045, -0.941, 3.709], [0.997, -1.398, 5.084], [3.358, -0.849, 5.670], [4.379, 1.221, 4.692], [3.017, 2.568, 3.103], [-5.151, -0.115, 3.498], [-7.512, -0.597, 2.849], [-8.333, 0.044, 0.624], [-6.805, 1.145, -0.988], [0.868, 4.498, 1.848], [0.428, 5.555, 0.676], [-0.002, 6.560, -0.504], [-0.817, 4.571, 0.317], [-0.481, 6.351, 1.733], [1.706, 6.477, 1.035], [1.342, 4.707, -0.376], [6.660, -3.143, 0.137], [5.594, -2.388, -0.653], [6.091, -2.114, -2.073], [4.687, -0.545, 0.131], [3.358, -1.488, 1.577], [4.032, -2.484, 2.511], [2.148, -2.112, 0.886], [6.065, 0.265, 1.645], [6.438, 1.686, 1.219], [7.312, -0.521, 2.032], [6.858, -4.109, -0.343], [6.376, -3.338, 1.169], [7.603, -2.595, 0.150], [4.700, -3.016, -0.727], [6.937, -1.420, -2.066], [5.303, -1.689, -2.693], [6.435, -3.041, -2.545], [3.012, -0.638, 2.172], [4.363, -3.369, 1.964], [3.324, -2.824, 3.276], [4.895, -2.056, 3.026], [2.438, -2.957, 0.256], [1.616, -1.405, 0.251], [1.439, -2.487, 1.632], [5.414, 0.330, 2.522], [7.071, 1.674, 0.328], [6.996, 2.198, 2.011], [5.559, 2.286, 0.982], [8.003, -0.603, 1.190], [7.085, -1.530, 2.373], [7.848, -0.006, 2.839], [-9.392, -2.777, 0.936], [-9.971, -2.352, -0.323], [-10.278, -0.926, -0.385], [-11.000, -3.220, -0.852], [-8.601, -2.442, -1.523], [-8.916, -2.534, -2.818], [-7.895, -2.489, -3.662], [-6.583, -2.332, -3.256], [-6.361, -2.234, -1.890], [-7.374, -2.312, -1.030], [-5.002, -2.032, -1.317], [-3.976, -1.446, -2.048], [-2.741, -1.244, -1.446], [-2.481, -1.592, -0.188], [-3.472, -2.153, 0.508], [-4.739, -2.389, 0.001], [-8.138, -2.576, -4.718], [-5.774, -2.303, -3.973], [-4.127, -1.104, -3.064], [-1.945, -0.749, -1.990], [-3.245, -2.406, 1.538], [-5.526, -2.809, 0.613]]}

=====

6.
{"formula": "C48H40N8O16", "method": "ωB97M-V with the def2-TZVPD basis set", "e_tot_ev": -95082.4612, "mol_weight_g_mol": 984.888, "orbital_gap_ev": 8.42, "total_charge": 0, "smiles": "O=[N+]([O-])c1ccccc1.O=[N+]([O-])c1ccccc1.O=[N+]([O-])c1ccccc1.O=[N+]([O-])c1ccccc1.O=[N+]([O-])c1ccccc1.O=[N+]([O-])c1ccccc1.O=[N+]([O-])c1ccccc1.O=[N+]([O-])c1ccccc1", "homo_ev": -9.533, "symbols": ["C", "C", "C", "C", "C", "C", "N", "O", "O", "H", "H", "H", "H", "H", "C", "C", "C", "C", "C", "C", "N", "O", "O", "H", "H", "H", "H", "H", "C", "C", "C", "C", "C", "C", "N", "O", "O", "H", "H", "H", "H", "H", "C", "C", "C", "C", "C", "C", "N", "O", "O", "H", "H", "H", "H", "H", "C", "C", "C", "C", "C", "C", "N", "O", "O", "H", "H", "H", "H", "H", "C", "C", "C", "C", "C", "C", "N", "O", "O", "H", "H", "H", "H", "H", "C", "C", "C", "C", "C", "C", "N", "O", "O", "H", "H", "H", "H", "H", "C", "C", "C", "C", "C", "C", "N", "O", "O", "H", "H", "H", "H", "H"], "positions_angstrom": [[0.797, 5.026, -6.489], [0.283, 4.691, -5.248], [0.286, 3.351, -4.835], [0.806, 2.377, -5.681], [1.230, 2.680, -6.943], [1.344, 4.033, -7.288], [1.039, 1.027, -5.130], [0.540, 0.707, -4.072], [1.600, 0.235, -5.876], [0.668, 6.047, -6.824], [-0.117, 5.324, -4.468], [-0.093, 3.153, -3.842], [1.270, 1.917, -7.708], [1.656, 4.198, -8.311], [-2.960, 1.503, 3.029], [-2.594, 1.076, 1.766], [-3.533, 0.455, 0.937], [-4.661, -0.113, 1.540], [-4.958, 0.178, 2.880], [-4.158, 1.057, 3.588], [-5.572, -0.926, 0.761], [-6.465, -1.489, 1.353], [-5.362, -0.955, -0.435], [-2.365, 2.174, 3.636], [-1.664, 1.381, 1.306], [-3.241, 0.380, -0.099], [-5.848, -0.278, 3.290], [-4.383, 1.282, 4.621], [0.563, 0.310, -0.664], [0.648, -0.354, 0.530], [0.806, 0.408, 1.679], [1.039, 1.782, 1.566], [1.072, 2.396, 0.311], [0.850, 1.647, -0.855], [1.182, 2.604, 2.775], [0.848, 2.158, 3.851], [1.583, 3.742, 2.602], [0.329, -0.271, -1.552], [0.416, -1.392, 0.724], [0.723, -0.118, 2.620], [1.260, 3.459, 0.243], [1.002, 2.176, -1.782], [1.547, 8.737, -4.332], [0.812, 8.595, -3.166], [1.062, 7.495, -2.380], [2.001, 6.564, -2.768], [2.832, 6.750, -3.873], [2.552, 7.839, -4.709], [2.107, 5.310, -2.008], [2.918, 4.477, -2.371], [1.340, 5.149, -1.076], [1.334, 9.661, -4.858], [0.129, 9.405, -2.957], [0.552, 7.385, -1.432], [3.616, 6.043, -4.097], [3.181, 7.980, -5.575], [1.946, -2.128, -2.691], [2.477, -2.802, -1.607], [1.890, -3.924, -1.086], [0.579, -4.249, -1.455], [-0.011, -3.523, -2.514], [0.678, -2.497, -3.143], [-0.077, -5.432, -0.958], [-1.119, -5.780, -1.476], [0.467, -6.064, -0.075], [2.492, -1.335, -3.181], [3.419, -2.443, -1.207], [2.340, -4.434, -0.243], [-0.958, -3.813, -2.944], [0.332, -1.965, -4.018], [-3.377, -4.151, 1.990], [-2.467, -3.359, 1.300], [-2.685, -2.933, 0.003], [-3.729, -3.509, -0.712], [-4.676, -4.288, -0.034], [-4.543, -4.546, 1.306], [-3.904, -3.175, -2.104], [-4.908, -3.510, -2.677], [-3.021, -2.488, -2.607], [-3.272, -4.317, 3.052], [-1.690, -2.896, 1.899], [-1.993, -2.182, -0.350], [-5.558, -4.648, -0.544], [-5.333, -4.993, 1.892], [7.021, -4.465, 2.260], [5.970, -5.323, 1.866], [4.674, -4.933, 2.164], [4.386, -3.604, 2.557], [5.450, -2.760, 2.639], [6.774, -3.171, 2.655], [3.061, -3.212, 2.983], [2.766, -2.028, 2.930], [2.327, -4.094, 3.377], [8.010, -4.881, 2.099], [6.137, -6.365, 1.639], [3.875, -5.625, 1.925], [5.282, -1.726, 2.930], [7.546, -2.467, 2.925], [-0.202, -0.930, 5.052], [-1.023, -1.906, 4.500], [-2.328, -2.052, 4.925], [-2.859, -1.066, 5.747], [-2.081, 0.025, 6.168], [-0.751, 0.061, 5.859], [-4.269, -1.215, 6.123], [-4.953, -2.080, 5.646], [-4.638, -0.438, 6.980], [0.858, -0.977, 4.837], [-0.595, -2.682, 3.877], [-2.997, -2.795, 4.516], [-2.442, 0.806, 6.823], [-0.149, 0.855, 6.278]]}

=====

Computed energy above the lowest of the compared OMol25 structures with the same formula, charge and spin (kcal per mole) in order:
90.2 43.3 4.2 36.7 12.8 39.0